# 1
{"formula": "C20H39N4O6P", "method": "ωB97M-V/def2-TZVPD", "species": ["O", "C", "N", "O", "C", "O", "N", "P", "O", "H", "H", "H", "C", "C", "C", "C", "C", "C", "N", "O", "C", "C", "C", "H", "H", "H", "H", "H", "H", "H", "H", "H", "H", "H", "H", "H", "H", "H", "H", "H", "H", "C", "C", "C", "C", "C", "C", "N", "O", "C", "C", "C", "H", "H", "H", "H", "H", "H", "H", "H", "H", "H", "H", "H", "H", "H", "H", "H", "H", "H"], "xyz": [[1.3013, 3.1000, 3.6461], [-0.0261, 2.9850, 3.3621], [-1.1650, 2.5060, 2.7020], [-1.3556, 3.1615, 1.5442], [-0.3490, 2.8156, 0.5292], [0.3197, 1.6410, 0.4572], [-0.0298, 3.8114, -0.6041], [0.5615, 5.3082, 0.1784], [2.1328, 5.5101, -0.0868], [0.7519, 3.4023, -1.1951], [-0.2130, 6.4275, -0.3053], [0.3663, 5.2838, 1.6328], [-6.3921, -2.3868, 1.3794], [-5.6908, -1.8755, 0.0837], [-4.3264, -2.5941, -0.1201], [-3.2264, -2.1064, 0.8163], [-3.0819, -0.5911, 0.7315], [-4.4171, 0.1543, 0.9837], [-5.5513, -0.3792, 0.1455], [-5.3600, 0.0841, -1.1677], [-4.7646, 0.0558, 2.4937], [-4.1885, 1.6840, 0.7639], [-6.6370, -2.3621, -1.0640], [-7.3693, -2.8391, 1.1697], [-5.7948, -3.1428, 1.9007], [-6.6228, -1.5918, 2.0899], [-3.9809, -2.4490, -1.1523], [-4.4450, -3.6779, 0.0059], [-3.4363, -2.4196, 1.8456], [-2.2760, -2.5771, 0.5414], [-2.3236, -0.2643, 1.4549], [-2.6858, -0.3305, -0.2591], [-5.7522, 0.4827, 2.7015], [-4.0415, 0.6149, 3.1022], [-4.7406, -0.9664, 2.8795], [-3.8002, 1.9160, -0.2345], [-3.4500, 2.0779, 1.4763], [-5.1164, 2.2462, 0.9109], [-7.6165, -1.8719, -1.0061], [-6.8051, -3.4444, -0.9934], [-6.2237, -2.1823, -2.0632], [4.3415, -2.6514, -1.1680], [4.3371, -1.3484, -2.0249], [5.7802, -0.9873, -2.4793], [6.6481, -0.4029, -1.3704], [5.9523, 0.7837, -0.7131], [4.5305, 0.4381, -0.2018], [3.6821, -0.2392, -1.2483], [3.2817, 0.7447, -2.1688], [4.6593, -0.4603, 1.0579], [3.8637, 1.7393, 0.3481], [3.5438, -1.7557, -3.3110], [3.7293, -3.4434, -1.6168], [5.3505, -3.0591, -1.0427], [3.9065, -2.5195, -0.1764], [5.7397, -0.2564, -3.2979], [6.2810, -1.8720, -2.8930], [6.8868, -1.1732, -0.6280], [7.6059, -0.0748, -1.7893], [6.5742, 1.1476, 0.1152], [5.9026, 1.6077, -1.4373], [3.6780, -0.8124, 1.3951], [5.1033, 0.0950, 1.8946], [5.3066, -1.3280, 0.9087], [3.8208, 2.5420, -0.3971], [4.4316, 2.1437, 1.1979], [2.8458, 1.5421, 0.6997], [2.5001, -1.9961, -3.0744], [3.9901, -2.6446, -3.7749], [3.5484, -0.9752, -4.0806]], "atomic_forces_ev_per_a": [[-11.3, -0.8, -1.8], [6.7, -1.4, -1.5], [4.9, 0.9, 5.1], [2.0, 1.1, -4.3], [4.5, -5.8, -2.7], [-4.9, 7.5, 1.3], [-0.6, -0.5, 4.2], [5.8, 0.9, -1.1], [-5.6, -0.7, 0.7], [-1.1, 0.3, 1.2], [0.1, -1.0, 0.3], [-0.5, -0.4, -1.3], [-0.1, 0.1, 0.4], [-1.1, -1.5, 0.3], [0.2, 0.3, 0.0], [-0.1, 0.0, 0.0], [-0.1, -0.1, -0.2], [0.5, 1.1, 1.5], [2.2, 0.6, -4.5], [-0.9, -0.9, 3.5], [-0.1, -0.3, 0.1], [-0.1, -0.3, -0.6], [0.4, 0.7, -0.3], [0.3, 0.0, -0.2], [0.0, 0.2, 0.0], [0.2, 0.0, -0.1], [-0.2, 0.2, 0.1], [-0.3, 0.2, 0.0], [0.0, 0.1, -0.1], [-0.1, 0.0, 0.0], [-0.3, 0.2, 0.0], [-0.2, 0.1, 0.1], [0.1, -0.1, -0.1], [0.0, 0.0, -0.4], [-0.1, 0.1, -0.1], [-0.2, -0.2, 0.1], [-0.3, -0.5, -0.1], [0.0, -0.1, -0.1], [0.2, 0.0, 0.0], [0.2, 0.2, 0.3], [0.0, 0.2, 0.3], [-0.1, -0.2, 0.4], [0.0, -1.8, -0.6], [0.0, 0.4, 0.1], [0.0, -0.1, 0.0], [-0.1, -0.1, -0.3], [0.2, 0.5, 1.9], [0.5, 3.6, -3.6], [0.6, -2.7, 2.6], [0.1, -0.3, 0.0], [-0.2, 0.0, -0.7], [-0.2, 0.9, 0.1], [0.2, 0.3, -0.2], [-0.1, 0.1, 0.0], [0.1, 0.2, -0.1], [-0.2, -0.1, 0.1], [-0.4, 0.0, 0.1], [-0.1, 0.1, 0.0], [-0.1, -0.1, 0.0], [-0.3, 0.0, 0.0], [-0.2, -0.1, 0.1], [0.1, 0.1, -0.1], [-0.1, 0.1, -0.4], [-0.2, 0.0, -0.1], [-0.1, -0.3, 0.0], [0.0, -0.4, -0.2], [0.1, -0.1, -0.1], [0.2, 0.1, 0.0], [0.1, 0.1, 0.4], [0.0, 0.0, 0.3]], "lowdin_charge": [0.0335, 0.0416, 0.0420, -0.1300, -0.3169, -0.0074, -0.0762, 0.7548, -0.5011, 0.1252, 0.0157, 0.0300, -0.0340, -0.4630, -0.1456, -0.1867, -0.1382, -0.4690, -0.0254, -0.0302, -0.0494, -0.0419, -0.0543, 0.0765, 0.0844, 0.0616, 0.1225, 0.1216, 0.1035, 0.1156, 0.1183, 0.1257, 0.0899, 0.0834, 0.0647, 0.0787, 0.0508, 0.0893, 0.0874, 0.0859, 0.0739, -0.0338, -0.4626, -0.1464, -0.1905, -0.1399, -0.4713, -0.0212, -0.0364, -0.0516, -0.0428, -0.0543, 0.0762, 0.0843, 0.0619, 0.1219, 0.1215, 0.1027, 0.1138, 0.1240, 0.1246, 0.0900, 0.0870, 0.0631, 0.0756, 0.0876, 0.0630, 0.0873, 0.0856, 0.0733], "e_tot_ev": -48895.594, "relative_energy_kcal_mol": 145.2, "homo_ha": [-0.329, -0.351], "spin_multiplicity": 3, "s_squared": 2.010}

# 2
{"formula": "C20H40Be2ClF2N5O14Si", "method": "ωB97M-V/def2-TZVPD", "species": ["C", "C", "C", "C", "C", "N", "C", "N", "C", "N", "C", "C", "O", "Si", "C", "C", "C", "N", "H", "H", "H", "H", "H", "H", "H", "H", "H", "H", "H", "H", "H", "H", "H", "H", "H", "H", "H", "H", "H", "H", "H", "H", "H", "H", "H", "N", "O", "O", "O", "Be", "Cl", "C", "O", "H", "H", "H", "H", "C", "C", "O", "C", "O", "O", "H", "H", "H", "H", "C", "O", "O", "O", "H", "Be", "C", "C", "O", "C", "O", "O", "H", "H", "H", "H", "F", "F"], "xyz": [[5.9485, -2.2125, -0.2601], [5.8861, -0.6027, -0.0516], [4.4059, -0.1549, -0.4508], [4.1976, 1.4541, -0.4672], [4.5238, 2.1409, 0.9330], [2.7619, 1.6429, -0.9009], [2.6191, 2.1177, -2.2335], [1.1961, 2.1576, -2.3848], [0.5734, 1.7159, -1.1528], [-0.7409, 1.5847, -0.9069], [-1.6785, 1.9070, -2.0089], [-3.1075, 2.4131, -1.5068], [-3.5743, 1.7440, -0.3103], [-4.5451, 0.3494, -0.6545], [-4.0324, -0.9868, 0.6614], [-6.4376, 0.6808, -0.3534], [-4.4058, -0.2970, -2.4442], [1.6412, 1.4022, -0.2042], [5.6629, -2.4863, -1.3370], [5.1461, -2.7292, 0.3857], [6.9761, -2.6108, 0.0053], [6.6484, -0.1281, -0.7494], [6.0888, -0.4134, 1.0506], [3.6014, -0.5609, 0.2563], [4.0807, -0.4909, -1.5357], [4.8852, 1.9355, -1.2479], [4.6504, 3.2769, 0.8199], [5.5539, 1.7682, 1.2769], [3.7661, 1.9143, 1.7499], [3.4587, 2.3751, -2.9349], [-1.0247, 1.2285, 0.0127], [-1.8507, 0.9300, -2.5894], [-1.2629, 2.6444, -2.7685], [-3.8971, 2.4240, -2.3388], [-2.9649, 3.5203, -1.2289], [-2.9722, -0.6839, 0.9886], [-4.7005, -0.8119, 1.5652], [-4.0797, -2.0401, 0.2429], [-6.9233, -0.3531, -0.3555], [-6.8040, 1.2453, -1.2740], [-6.5813, 1.2430, 0.6253], [-3.3550, -0.6208, -2.7302], [-5.0625, -1.2344, -2.5196], [-4.8307, 0.4331, -3.2215], [1.5872, 1.0685, 0.7581], [-5.4680, 1.2017, -6.1488], [-4.7987, 0.1417, -5.9136], [-5.7921, 1.4748, -7.3135], [-5.7804, 1.9464, -5.2197], [-3.1202, 0.7644, -7.0370], [5.3851, -0.9831, -2.9969], [1.4306, -2.2142, 2.3589], [2.2731, -2.4935, 1.2461], [2.0456, -1.8532, 3.1818], [0.7050, -1.4460, 2.0814], [0.9137, -3.1252, 2.6643], [1.7020, -2.8129, 0.5261], [-7.7194, -3.0585, 2.3711], [-7.1468, -4.4290, 2.5673], [-6.6440, -4.7523, 1.2817], [-6.4074, -3.5880, 0.6339], [-5.8219, -3.5017, -0.4147], [-6.9179, -2.5251, 1.3241], [-7.6469, -2.4423, 3.2687], [-8.7611, -3.0837, 2.0406], [-6.3192, -4.4395, 3.2838], [-7.8981, -5.1534, 2.8830], [3.6449, -5.0948, 1.4020], [4.8522, -5.3295, 1.5616], [2.9838, -6.1288, 0.8258], [2.9583, -4.0551, 1.6958], [3.7881, -6.6799, 0.7651], [-8.9668, 1.4546, 0.2359], [7.1427, 5.1992, 2.2911], [6.7826, 5.3182, 3.7418], [6.3635, 4.0006, 4.0754], [6.9490, 3.1548, 3.1857], [6.9407, 1.9632, 3.2817], [7.5448, 3.8399, 2.1730], [7.9531, 5.8704, 2.0052], [6.2877, 5.3736, 1.6313], [7.6401, 5.5852, 4.3658], [5.9811, 6.0370, 3.9153], [0.2068, 4.0133, -2.1982], [-8.2932, -6.0488, 0.1677]], "atomic_forces_ev_per_a": [[-0.6, 0.2, 0.3], [-1.0, -1.6, -0.4], [0.1, 1.3, 0.3], [0.3, -1.2, 1.2], [0.8, 0.2, -0.1], [5.1, 2.1, -2.9], [-6.1, -1.7, 4.6], [1.4, -1.6, 1.4], [3.2, 0.5, -0.8], [1.6, 0.7, -0.7], [-2.0, -1.2, -1.4], [0.8, 2.0, 0.3], [-0.4, -1.2, -1.7], [-0.2, -0.8, 0.8], [0.6, 1.1, 0.1], [0.2, -0.1, -0.6], [-0.4, -0.3, -0.7], [-2.8, 1.0, -3.3], [0.7, 0.5, 1.6], [1.3, 0.8, -0.6], [-1.3, 0.4, -0.3], [-1.0, -0.4, 1.1], [-0.2, 0.1, -1.4], [1.1, 0.1, -0.7], [0.8, 0.3, 1.7], [-1.3, -0.8, 0.9], [-0.5, -1.6, 0.1], [-1.6, 0.4, -0.5], [0.9, 0.2, -1.0], [-1.3, -0.4, 1.0], [-0.3, 0.4, -0.9], [0.3, 1.2, 0.8], [-0.1, -0.7, 1.6], [1.4, -0.3, 0.9], [-0.2, -1.6, -0.3], [-1.3, -0.7, -0.4], [0.8, -0.6, -1.1], [0.0, 1.3, 0.7], [0.5, 1.3, 0.2], [0.2, -0.4, 1.3], [0.1, -0.7, -1.2], [-1.3, 0.5, 0.3], [0.9, 1.2, 0.3], [0.8, -1.0, 1.1], [0.5, 0.3, -0.6], [-2.2, 2.9, 0.0], [3.3, -0.5, -0.9], [1.0, -0.4, 0.0], [0.3, -1.0, -0.2], [-2.4, -0.9, 1.2], [-0.1, 0.3, -1.3], [0.0, -0.2, 0.5], [-1.5, 3.5, -2.0], [0.1, -0.1, -0.2], [-0.1, 0.0, -0.1], [0.0, 0.1, 0.0], [0.2, 0.0, 0.0], [-0.6, 0.4, 0.5], [-0.2, -0.6, 0.5], [0.6, 1.0, -0.2], [0.3, -0.7, -1.0], [-0.5, 0.2, 1.0], [0.3, -0.2, -0.4], [0.1, 0.1, -0.2], [0.1, -0.1, 0.0], [0.0, 0.0, 0.0], [0.1, -0.1, -0.3], [1.7, -1.3, -1.5], [-0.8, 1.5, 0.7], [0.0, 0.1, 0.0], [1.1, -2.7, 3.0], [-0.8, -0.8, -0.5], [-0.1, 0.0, 0.0], [0.1, 0.6, -0.5], [-0.1, 0.7, 0.5], [0.2, -0.3, -0.4], [0.1, -0.8, 0.2], [0.0, 0.7, -0.1], [-0.2, -0.3, 0.4], [0.0, -0.2, -0.1], [0.0, 0.0, 0.0], [0.0, 0.0, -0.1], [0.0, -0.2, 0.1], [-0.1, 0.5, 0.3], [-0.3, 0.0, 0.0]], "lowdin_charge": [-0.1487, -0.2663, -0.2418, -0.2688, -0.0392, -0.1117, 0.0544, 0.0983, -0.2113, 0.0953, -0.1465, -0.2281, -0.2603, 0.4999, -0.1656, -0.2982, -0.1785, 0.1680, -0.0127, 0.0662, 0.0822, 0.0908, 0.1091, 0.1001, -0.0092, 0.1552, 0.0927, 0.0718, 0.0890, 0.1628, 0.1565, 0.1120, 0.1183, 0.1228, 0.1384, 0.0210, 0.0403, 0.0346, 0.0307, 0.0142, -0.0157, 0.0381, 0.0658, 0.0269, 0.1695, -0.6309, -0.1392, -0.0141, 0.0404, 0.8246, 0.0507, -0.0480, -0.0609, 0.1062, 0.0892, 0.1061, 0.1528, -0.1299, -0.1325, 0.0331, -0.5453, 0.1266, 0.0188, 0.1305, 0.1381, 0.1321, 0.1378, -0.6660, 0.1020, 0.1089, 0.0532, 0.1223, 0.3751, -0.1321, -0.1291, 0.0647, -0.5665, 0.1474, 0.0585, 0.1371, 0.1285, 0.1372, 0.1366, -0.4549, -0.4316], "e_tot_ev": -84114.091, "homo_ha": -0.277}